(1)
Computed, not measured: a structure of composition C36H43N3O6PRe in a non-equilibrium geometry, with wB97M-V/def2-TZVPD.

- molar mass (g/mol) = 830.9
- ⟨S²⟩ = 3.8143
- total charge = +1
- total energy (eV) = -66197.0542
- HOMO (spin up / spin down) (hartree) = -0.412 / -0.413
- largest force on an atom (eV/A) = 5.1
- HOMO-LUMO gap (spin up / spin down) (eV) = 6.9515 / 6.1607
- multiplicity = 4
- relative energy (zero: lowest compared OMol25 entry of this formula, charge and spin) (eV) = 0.000

XYZ file:
```
90
C36H43N3O6PRe | OMol25 | wB97M-V/def2-TZVPD
Re -1.08 0.01 -0.19
O -2.08 -1.00 3.46
C -1.37 -0.17 2.89
O -0.82 -0.38 1.65
C -0.85 1.14 3.52
C 0.74 1.25 3.69
C 1.08 2.27 4.81
C 0.69 3.61 4.15
C 0.17 3.21 2.70
O 1.09 2.00 2.46
C -1.23 2.56 2.85
C -2.10 2.53 1.61
O -3.16 3.10 1.52
O -1.62 1.93 0.52
H -1.35 1.11 4.52
H 1.30 0.30 3.72
H 0.50 2.09 5.73
H 2.12 2.17 5.15
H -0.06 4.12 4.78
H 1.57 4.28 4.08
H 0.31 3.94 1.91
H -1.83 3.15 3.56
C -3.71 1.05 -3.66
C -3.05 0.64 -2.37
N -1.82 0.89 -1.82
N -1.05 1.75 -2.54
C 0.08 2.06 -1.88
O 0.49 1.28 -0.87
C 0.81 3.31 -2.22
C 2.07 3.65 -1.61
C 2.62 4.94 -1.73
C 2.09 5.88 -2.62
C 0.89 5.53 -3.27
C 0.22 4.32 -2.98
C -3.66 -0.28 -1.52
C -4.94 -0.82 -1.82
C -5.61 -1.50 -0.84
C -4.94 -1.78 0.37
C -3.63 -1.38 0.56
N -2.99 -0.69 -0.41
H -3.37 2.03 -4.04
H -4.76 1.15 -3.44
H -3.59 0.30 -4.42
H 2.53 2.93 -0.90
H 3.56 5.14 -1.19
H 2.51 6.86 -2.77
H 0.51 6.10 -4.11
H -0.76 4.18 -3.45
H -5.26 -0.57 -2.81
H -6.63 -1.86 -0.95
H -5.46 -2.27 1.19
H -3.09 -1.52 1.52
C 2.01 -3.43 -2.48
C 1.12 -2.19 -2.21
C -0.21 -2.31 -3.04
C 1.96 -0.94 -2.62
P 0.63 -1.94 -0.46
C 2.25 -1.48 0.23
C 3.28 -2.42 0.46
C 4.41 -2.05 1.18
C 4.59 -0.76 1.63
C 3.61 0.21 1.34
C 2.47 -0.10 0.59
C 0.29 -3.56 0.58
C 0.90 -4.89 0.14
C 0.67 -3.36 2.08
C -1.28 -3.63 0.63
H 2.46 -3.31 -3.50
H 1.47 -4.42 -2.44
H 2.91 -3.43 -1.86
H -0.58 -3.34 -3.04
H -0.07 -1.97 -4.06
H -0.98 -1.67 -2.61
H 2.28 -1.17 -3.66
H 2.82 -0.82 -1.97
H 1.29 -0.09 -2.65
H 3.09 -3.49 0.27
H 5.19 -2.78 1.34
H 5.44 -0.51 2.28
H 3.79 1.26 1.61
H 1.81 0.66 0.22
H 1.97 -4.90 0.11
H 0.47 -5.27 -0.82
H 0.64 -5.64 0.91
H 1.69 -3.70 2.38
H -0.03 -3.96 2.68
H 0.50 -2.31 2.32
H -1.73 -3.33 -0.33
H -1.64 -2.90 1.35
H -1.61 -4.61 0.90
```

Löwdin analysis output, partial charges in e: Re 1.667; O 0.095; C -0.443; O -0.307; C -0.057; C -0.202; C -0.116; C -0.101; C -0.145; O -0.124; C -0.094; C -0.538; O 0.116; O -0.168; H 0.157; H 0.157; H 0.116; H 0.115; H 0.119; H 0.119; H 0.157; H 0.155; C 0.013; C -0.179; N -0.138; N 0.102; C -0.340; O -0.245; C -0.135; C 0.000; C -0.070; C -0.060; C -0.061; C -0.024; C -0.209; C 0.032; C -0.002; C -0.002; C -0.078; N -0.056; H 0.101; H 0.080; H 0.104; H 0.119; H 0.112; H 0.107; H 0.106; H 0.112; H 0.103; H 0.124; H 0.127; H 0.099; C -0.078; C -0.663; C -0.081; C -0.062; P 1.111; C -0.349; C -0.095; C -0.082; C -0.067; C -0.053; C -0.084; C -0.590; C -0.085; C -0.077; C -0.109; H 0.098; H 0.086; H 0.065; H 0.087; H 0.083; H 0.025; H 0.105; H 0.080; H 0.057; H 0.085; H 0.114; H 0.114; H 0.111; H 0.045; H 0.051; H 0.087; H 0.103; H 0.101; H 0.095; H 0.062; H 0.060; H 0.040; H 0.090

(2)
Computed, not measured: a structure of composition C36H44ClHfN6O3 in a non-equilibrium geometry, with wB97M-V/def2-TZVPD.

- molar mass (g/mol) = 822.7
- total charge = -1
- total energy (eV) = -66964.5089
- HOMO (hartree) = -0.152
- largest force on an atom (eV/A) = 1.6
- HOMO-LUMO gap (eV) = 6.4721
- relative energy (zero: lowest compared OMol25 entry of this formula, charge and spin) (eV) = 0.000

XYZ file:
```
91
C36H44ClHfN6O3 | OMol25 | wB97M-V/def2-TZVPD
Hf 0.24 0.15 0.75
O -3.68 0.05 1.51
C -2.98 -0.02 0.52
N -1.85 0.81 0.33
C -2.11 2.15 0.37
O -3.17 2.71 0.16
C -0.92 3.03 0.76
C -0.99 4.39 0.51
C 0.00 5.19 1.04
C 1.00 4.62 1.81
C 1.02 3.25 1.98
N 0.07 2.47 1.45
C -3.30 -1.06 -0.53
C -4.19 -2.07 -0.20
C -4.48 -3.02 -1.15
C -3.89 -2.92 -2.40
C -3.02 -1.86 -2.64
N -2.72 -0.94 -1.72
H -1.83 4.77 -0.06
H -0.01 6.26 0.87
H 1.78 5.22 2.27
H 1.78 2.76 2.57
H -4.62 -2.09 0.79
H -5.16 -3.84 -0.93
H -4.09 -3.64 -3.18
H -2.55 -1.75 -3.60
C 0.33 -4.48 0.45
C 0.83 -3.04 0.61
C 2.00 -2.81 -0.35
C -0.30 -2.02 0.38
H 1.11 -5.21 0.67
H -0.02 -4.65 -0.58
H -0.51 -4.68 1.12
H 1.20 -2.92 1.63
H 1.68 -3.00 -1.38
H 2.84 -3.46 -0.12
H 2.37 -1.78 -0.30
H -1.15 -2.30 1.02
H -0.66 -2.15 -0.66
C 0.01 -1.43 4.69
C -0.10 0.10 4.68
C -1.24 0.54 3.77
C 1.26 0.76 4.40
C 1.74 1.64 5.36
C 3.03 2.16 5.31
C 3.87 1.67 4.32
C 3.43 0.78 3.34
C 4.49 0.17 2.43
C 4.44 0.65 0.98
C 4.43 -1.36 2.48
C 2.05 0.42 3.26
N 1.51 -0.20 2.17
H -0.94 -1.88 4.99
H 0.78 -1.76 5.38
H 0.27 -1.80 3.69
H -0.37 0.42 5.69
H -1.01 0.25 2.75
H -1.39 1.62 3.77
H -2.18 0.06 4.03
H 1.09 1.90 6.19
H 3.38 2.86 6.05
H 4.92 1.96 4.32
H 5.45 0.48 2.84
H 3.46 0.45 0.54
H 5.19 0.13 0.38
H 4.66 1.72 0.93
H 3.48 -1.72 2.09
H 4.53 -1.72 3.51
H 5.24 -1.80 1.88
N 0.45 2.37 -2.12
C 1.37 1.96 -1.32
N 2.45 2.72 -0.91
O 1.37 0.71 -0.84
H 0.63 3.34 -2.36
H 0.12 0.52 -3.25
H 2.31 3.72 -0.93
H 2.96 2.37 -0.12
Cl 5.13 -0.98 -7.06
C 3.68 -0.86 -6.09
C 2.45 -0.75 -6.71
C 1.30 -0.65 -5.93
C 1.37 -0.64 -4.53
C 0.15 -0.49 -3.66
C 2.63 -0.75 -3.94
C 3.78 -0.86 -4.70
H 2.39 -0.76 -7.79
H 0.34 -0.57 -6.41
H 0.22 -1.17 -2.81
H -0.77 -0.67 -4.21
H 2.70 -0.74 -2.86
H 4.75 -0.94 -4.23
```

Löwdin analysis output, partial charges in e: Hf 1.533; O 0.099; C -0.425; N -0.006; C -0.466; O 0.069; C -0.198; C 0.000; C -0.052; C -0.052; C -0.092; N 0.045; C -0.221; C -0.006; C -0.066; C -0.066; C -0.135; N 0.141; H 0.120; H 0.106; H 0.106; H 0.104; H 0.116; H 0.102; H 0.097; H 0.088; C -0.106; C -0.539; C -0.107; C -0.291; H 0.067; H 0.072; H 0.067; H 0.097; H 0.074; H 0.074; H 0.042; H 0.045; H 0.030; C -0.067; C -0.368; C -0.071; C -0.170; C -0.081; C -0.131; C -0.083; C -0.174; C -0.378; C -0.078; C -0.070; C -0.334; N -0.139; H 0.073; H 0.079; H 0.053; H 0.118; H 0.000; H 0.086; H 0.083; H 0.099; H 0.080; H 0.098; H 0.116; H 0.034; H 0.078; H 0.073; H 0.050; H 0.078; H 0.071; N 0.117; C -0.692; N 0.153; O -0.261; H 0.043; H 0.045; H 0.086; H 0.046; Cl 0.607; C -0.676; C -0.122; C -0.047; C -0.250; C -0.047; C -0.029; C -0.107; H 0.097; H 0.107; H 0.067; H 0.059; H 0.107; H 0.102

(3)
Computed, not measured: a structure of composition C36H44CoN3P in a non-equilibrium geometry, with wB97M-V/def2-TZVPD.

- molar mass (g/mol) = 608.7
- ⟨S²⟩ = 6.0353
- total charge = -1
- total energy (eV) = -89427.5082
- HOMO (spin up / spin down) (hartree) = 0.006 / -0.162
- largest force on an atom (eV/A) = 6.0
- HOMO-LUMO gap (spin up / spin down) (eV) = 2.1871 / 6.7602
- multiplicity = 5
- relative energy (zero: lowest compared OMol25 entry of this formula, charge and spin) (eV) = 0.000

XYZ file:
```
85
C36H44CoN3P | OMol25 | wB97M-V/def2-TZVPD
Co 1.03 -0.36 -0.02
N -0.51 -2.29 2.05
N 0.46 -2.24 -1.18
C 2.02 1.24 -0.64
C 2.88 0.14 -0.33
C 2.61 -0.26 1.02
C 3.39 -1.23 1.85
H 4.00 -1.88 1.21
H 2.72 -1.86 2.45
H 4.07 -0.70 2.54
C 1.61 0.62 1.55
C 1.26 0.74 2.99
H 1.94 1.41 3.54
H 1.30 -0.24 3.47
H 0.25 1.15 3.08
C 1.18 1.50 0.49
C 0.22 2.63 0.63
H -0.60 2.35 1.33
H -0.23 2.85 -0.34
H 0.71 3.54 1.01
C 3.98 -0.41 -1.18
H 4.91 -0.50 -0.61
H 4.17 0.26 -2.03
H 3.72 -1.40 -1.57
C 2.03 2.08 -1.87
H 1.05 2.04 -2.37
H 2.79 1.72 -2.58
H 2.26 3.13 -1.62
C -1.36 -2.93 2.89
H -1.71 -2.37 3.76
C -1.83 -4.23 2.69
H -2.58 -4.61 3.39
C -1.30 -4.98 1.64
H -1.61 -6.01 1.48
C -0.35 -4.39 0.82
H 0.13 -4.92 0.00
C 0.00 -3.03 1.05
C 0.97 -2.39 0.14
H 1.96 -2.86 0.16
C 0.22 -0.95 -1.59
C 0.36 -3.11 -2.24
H 0.47 -4.17 -2.11
C 0.12 -2.36 -3.33
H 0.00 -2.65 -4.36
N 0.09 -1.03 -2.93
C 0.11 0.07 -3.85
C 1.20 0.21 -4.71
C 1.24 1.34 -5.54
H 2.11 1.48 -6.19
C 0.20 2.27 -5.54
C 0.23 3.44 -6.48
H 0.20 4.40 -5.95
H -0.64 3.42 -7.16
H 1.13 3.43 -7.10
C -0.86 2.11 -4.65
H -1.67 2.84 -4.63
C -0.92 1.02 -3.78
C -2.06 0.82 -2.84
H -2.63 -0.09 -3.07
H -2.74 1.68 -2.91
H -1.71 0.75 -1.80
C 2.35 -0.74 -4.66
H 2.07 -1.78 -4.89
H 2.84 -0.73 -3.67
H 3.11 -0.42 -5.39
C -3.01 0.06 1.56
P -2.40 1.56 2.43
C -3.89 2.62 2.43
C -2.26 0.97 4.16
C -1.36 -0.08 4.42
C -1.07 -0.49 5.72
C -1.69 0.14 6.80
C -2.59 1.19 6.57
C -2.87 1.62 5.26
H -2.88 0.22 0.49
H -4.07 -0.12 1.78
H -2.41 -0.81 1.85
H -4.76 2.00 2.67
H -3.79 3.45 3.14
H -3.98 3.04 1.42
H -0.87 -0.56 3.57
H -0.36 -1.31 5.88
H -1.47 -0.19 7.82
H -3.08 1.68 7.41
H -3.55 2.45 5.09
```

Löwdin analysis output, partial charges in e: Co 0.585; N 0.025; N -0.074; C -0.288; C -0.286; C -0.327; C -0.041; H 0.071; H 0.084; H 0.083; C -0.276; C -0.030; H 0.092; H 0.078; H 0.034; C -0.296; C -0.074; H -0.042; H 0.071; H 0.083; C -0.039; H 0.080; H 0.060; H 0.079; C -0.021; H 0.068; H 0.067; H 0.089; C -0.241; H 0.050; C -0.152; H 0.076; C -0.206; H 0.057; C -0.117; H 0.066; C -0.336; C -0.210; H 0.109; C -0.088; C -0.023; H 0.110; C -0.064; H 0.115; N -0.012; C -0.141; C -0.201; C -0.010; H 0.114; C -0.275; C -0.064; H 0.081; H 0.080; H 0.071; C -0.007; H 0.119; C -0.208; C -0.035; H 0.096; H 0.076; H 0.063; C -0.029; H 0.075; H 0.073; H 0.080; C -0.245; P 0.939; C -0.310; C -0.363; C -0.151; C -0.077; C -0.106; C -0.115; C -0.105; H 0.023; H 0.041; H 0.007; H 0.036; H 0.027; H 0.032; H 0.048; H 0.106; H 0.092; H 0.091; H 0.080

Look up the largest force on an atom of the third one.
6.0 eV/A